Here is a gas-phase ion, C5H9N2 (charge +1) in a non-equilibrium geometry from OMol25. Energies are from wB97M-V/def2-TZVPD.

- SMILES string = CN1C(=[NH2+])C12CC2
- HOMO-LUMO gap (Eh) = 0.385
- charge = +1
- LUMO energy (eV) = -3.589
- ΔE to the lowest compared entry with this formula, charge and spin (kcal/mol) = 116.2

Last column: Mulliken charge in e.
Positions of all 16 atoms, in Å:
C  -1.270  1.625  0.122  -0.676
N  -0.678  0.328  -0.098  0.013
C  -0.781  -0.913  0.064  0.676
N  -1.745  -1.838  -0.038  -0.403
C  0.569  -0.464  0.169  0.155
C  1.878  -0.111  0.777  -0.582
C  1.797  -0.414  -0.751  -0.616
H  -1.444  1.805  1.331  0.317
H  -0.508  2.400  -0.273  0.270
H  -2.297  1.770  -0.350  0.300
H  -1.522  -2.867  -0.177  0.267
H  -2.669  -1.629  0.079  0.216
H  2.303  -0.889  1.222  0.288
H  1.967  0.917  1.121  0.252
H  1.693  0.418  -1.438  0.254
H  2.290  -1.300  -1.086  0.268